{"formula": "C5H7N4", "method": "the ωB97M-V functional and the def2-TZVPD basis", "species": ["C", "C", "C", "C", "C", "N", "N", "N", "N", "H", "H", "H", "H", "H", "H", "H"], "coordinates": [[-0.787, -2.296, 2.650], [0.532, -2.037, -1.911], [-0.022, -1.649, 0.324], [0.186, 3.656, -1.159], [0.489, 2.282, -1.064], [0.660, -2.624, -2.880], [0.404, -1.293, -0.808], [-0.511, -1.921, 1.342], [0.709, 1.160, -0.974], [-0.324, -1.585, 3.337], [1.101, 4.249, -1.170], [-0.368, 3.839, -2.082], [-0.427, 3.958, -0.307], [-0.392, -3.292, 2.848], [-1.869, -2.289, 2.793], [0.620, -0.157, -0.938]], "homo_energy_ev": -14.538, "total_charge": 1, "orbital_gap_ev": 11.3, "lumo_energy_ev": -3.2}

{"formula": "C5H7N4", "method": "the ωB97M-V functional and the def2-TZVPD basis", "species": ["C", "C", "C", "C", "C", "N", "N", "N", "N", "H", "H", "H", "H", "H", "H", "H"], "coordinates": [[3.033, 0.987, -0.028], [1.715, 1.160, 0.071], [1.036, -1.110, 0.171], [-0.723, 0.265, -0.133], [-1.291, -1.094, -0.127], [3.471, -0.257, -0.095], [3.030, -1.324, -0.008], [0.761, 0.146, 0.067], [-0.009, -1.863, 0.156], [3.741, 1.805, -0.221], [1.219, 2.214, 0.196], [-0.981, 0.769, -1.129], [-1.199, 0.741, 0.752], [-1.865, -1.170, 0.743], [-1.625, -1.386, -1.109], [-0.015, -2.871, -0.098]], "homo_energy_ev": -13.670, "total_charge": 1, "orbital_gap_ev": 9.0, "lumo_energy_ev": -4.7}

{"formula": "C5H7N4OS", "method": "the ωB97M-V functional and the def2-TZVPD basis", "species": ["C", "N", "C", "N", "S", "C", "N", "C", "N", "C", "O", "H", "H", "H", "H", "H", "H", "H"], "coordinates": [[-2.649, 1.396, 0.934], [-2.159, 0.480, 0.281], [-1.871, -0.619, -0.249], [-0.605, -0.951, -0.467], [-0.474, -2.765, -0.820], [0.471, -0.140, -0.102], [1.287, -0.514, 0.900], [2.408, 0.193, 0.828], [2.439, 0.878, -0.280], [1.121, 0.761, -0.919], [0.837, 1.327, -1.956], [-3.047, 1.237, 1.922], [-2.583, 2.434, 0.505], [-2.728, -1.334, -0.655], [0.115, -2.692, -2.146], [0.982, -1.216, 1.604], [3.357, -0.042, 1.310], [3.098, 1.567, -0.689]], "homo_energy_ev": -11.277, "total_charge": 1, "orbital_gap_ev": 6.9, "lumo_energy_ev": -4.4, "smiles": "C=N/C=[N+](/S)c1[nH+]c[nH]c1[O-]"}

{"formula": "C5H7N5O", "method": "the ωB97M-V functional and the def2-TZVPD basis", "species": ["C", "N", "C", "N", "C", "N", "C", "N", "C", "N", "O", "H", "H", "H", "H", "H", "H", "H"], "coordinates": [[1.469, 2.156, 2.160], [0.301, 1.385, 1.707], [0.510, 0.702, 0.462], [1.390, 1.184, -0.371], [1.307, 0.623, -1.564], [0.436, -0.254, -2.016], [-0.464, -0.779, -1.175], [-1.290, -1.740, -1.624], [-0.344, -0.516, 0.200], [-1.109, -1.112, 1.081], [-2.143, -1.722, 0.570], [1.646, 3.098, 1.377], [2.367, 1.549, 2.088], [1.280, 2.437, 3.240], [-0.041, 0.673, 2.426], [2.258, 0.764, -2.169], [-1.465, -1.976, -2.570], [-1.864, -2.133, -0.894]], "homo_energy_ev": -9.085, "total_charge": 0, "orbital_gap_ev": 8.0, "lumo_energy_ev": -1.1, "smiles": "CNc1ncnc(N)c1N=O"}

{"formula": "C5H7N5S", "method": "the ωB97M-V functional and the def2-TZVPD basis", "species": ["C", "C", "C", "C", "C", "N", "N", "N", "N", "N", "S", "H", "H", "H", "H", "H", "H", "H"], "coordinates": [[-1.742, 1.336, 0.111], [0.475, 2.372, -0.064], [1.589, -1.862, 0.285], [1.202, 0.265, 0.189], [0.346, -0.340, -0.802], [-0.864, 2.204, -0.178], [1.421, 1.552, 0.394], [0.606, -1.648, -0.625], [1.995, -0.683, 0.796], [-1.841, 0.018, -0.031], [-2.689, -1.175, 0.692], [-2.519, 1.839, 0.603], [0.858, 3.375, -0.234], [1.903, -2.851, 0.551], [0.151, -2.485, -1.073], [2.814, -0.553, 1.438], [-0.012, 0.276, -1.732], [-3.692, -1.641, -0.320]], "homo_energy_ev": [-17.389, -17.886], "total_charge": 2, "orbital_gap_ev": [6.7, 7.0], "lumo_energy_ev": [-10.7, -10.9]}

{"formula": "C5H7NO", "method": "the ωB97M-V functional and the def2-TZVPD basis", "species": ["C", "C", "N", "C", "C", "C", "O", "H", "H", "H", "H", "H", "H", "H"], "coordinates": [[1.643, -0.494, -0.670], [0.482, -0.172, 0.221], [-0.074, -0.832, 1.403], [-0.901, -0.743, 0.216], [-1.515, 0.631, -0.083], [-0.114, 1.212, 0.159], [0.372, 2.310, 0.187], [1.534, 0.196, -1.519], [1.590, -1.510, -1.066], [2.625, -0.305, -0.232], [-0.346, -0.190, 2.149], [-1.206, -1.687, -0.225], [-2.394, 1.025, 0.428], [-1.663, 0.688, -1.172]], "homo_energy_ev": -9.359, "total_charge": 0, "orbital_gap_ev": 10.3, "lumo_energy_ev": 0.9, "smiles": "C[C@]12N[C@H]1CC2=O"}

Respective energy above the lowest of the compared OMol25 structures with the same formula, charge and spin values: 29.4; 61.4; 41.3; 50.9; 58.2; 53.0 kcal per mole.
Respective energy values: -11249.6913; -11248.3057; -24131.8895; -14793.5300; -23562.3207; -8833.9048 eV.